Entry 1:
C4H11P as an isolated structure at a distorted geometry, computed with ωB97M-V/def2-TZVPD.

- HOMO level: -7.1055 eV
- Gap between HOMO and LUMO: 8.09 eV
- E: -500.2140 hartree
- Relative energy (zero: lowest compared OMol25 entry of this formula, charge and spin): 72.3 kcal per mole

Element x y z (Å)
C: 1.288586 1.594249 0.054019
C: -2.192116 0.474019 0.152964
C: 1.819994 -1.185830 0.271042
C: -1.343142 -0.644564 -0.205296
P: 0.799873 0.146547 -0.427208
H: 1.063452 2.455083 -0.599680
H: 1.185211 1.920214 1.158942
H: -2.660512 1.041061 -0.664244
H: -3.065339 -0.118987 0.528979
H: -1.752044 1.180813 0.919027
H: 2.924982 -1.103126 0.085485
H: 1.618683 -1.329122 1.280804
H: 1.795468 -2.162197 -0.164893
H: -1.542578 -1.195158 -1.176772
H: -1.100826 -1.299737 0.667974
H: 1.160308 0.226732 -1.881142

Force components x, y, z for each atom (eV/Å):
-0.008 4.016 2.922
-2.159 0.591 0.860
1.902 -0.276 -1.785
4.806 -1.000 -1.292
-1.640 -2.814 -2.855
0.190 -0.642 0.199
0.338 -0.782 -1.761
0.718 -0.010 -0.006
0.149 1.166 0.570
-0.602 -0.875 -0.751
-0.886 1.162 0.568
-0.233 0.031 1.965
-1.370 -0.763 -0.643
0.107 0.582 1.415
-0.531 0.196 -0.919
-0.782 -0.580 1.514

Atom charges from the natural (NBO) analysis, given in e for atoms 1 to 2: -1.235 -0.666

***

Entry 2:
A 2-piece molecular cluster, C4H11P3 overall at a distorted geometry, computed with ωB97M-V/def2-TZVPD.

- SMILES: CC#P.CPCP
- HOMO level: -8.6648 eV
- Gap between HOMO and LUMO: 9.30 eV
- E: -1182.9249 hartree
- Relative energy (zero: lowest compared OMol25 entry of this formula, charge and spin): 42.6 kcal per mole

Element x y z (Å)
C: -0.691560 -1.073350 -2.560782
C: -1.772809 -1.448849 -3.413314
P: -3.100968 -2.037759 -3.978402
H: -0.157483 -0.128616 -2.876040
H: -1.198443 -1.037853 -1.527166
H: 0.059158 -1.832123 -2.724287
C: -0.716264 0.779344 2.521892
P: 0.731032 1.879980 2.095714
C: 0.991870 1.154687 0.462604
P: 1.766863 -0.510949 0.186063
H: -0.708682 -0.010900 1.826922
H: -1.631634 1.374556 2.186300
H: -0.778502 0.600379 3.576298
H: 1.707122 1.165627 2.592843
H: 1.539274 1.877694 -0.145785
H: -0.029703 0.986632 -0.164775
H: 2.929720 -0.490864 0.844808
H: 1.061008 -1.247636 1.097106

Force components x, y, z for each atom (eV/Å):
0.276 1.209 0.546
-2.676 -0.851 -0.915
1.283 0.646 0.099
-0.890 -0.655 0.635
1.587 0.065 -1.209
0.407 -0.416 0.848
-0.968 2.854 -0.694
-2.509 1.304 -0.508
-1.561 -0.621 -2.770
-1.220 0.349 -2.227
0.114 -1.647 -0.046
1.038 -0.561 0.742
-0.162 -0.592 0.352
2.064 -1.534 1.581
0.070 -0.140 -0.186
2.063 0.740 1.591
1.524 0.337 1.300
-0.438 -0.486 0.861

Atom charges from the natural (NBO) analysis, given in e for atoms 1 to 2: -0.740 -0.491

***

Entry 3:
A 2-piece molecular cluster, C4H11PS overall at a distorted geometry, computed with ωB97M-V/def2-TZVPD.

- SMILES: CP(C)S.C=C
- HOMO level: -8.6150 eV
- Gap between HOMO and LUMO: 9.42 eV
- E: -898.4634 hartree
- Relative energy (zero: lowest compared OMol25 entry of this formula, charge and spin): 44.7 kcal per mole

Element x y z (Å)
C: 0.039142 2.716330 0.224440
P: 0.407444 0.868901 -0.194099
C: -0.661714 0.624839 -1.676003
S: 2.338058 1.422680 -0.827051
H: 0.023610 3.192731 -0.674301
H: -0.921228 2.893761 0.745504
H: 0.848221 3.045566 0.815821
H: -1.136157 1.659965 -1.998277
H: -0.182393 0.133910 -2.517824
H: -1.475396 0.016751 -1.091553
H: 2.911293 0.116905 -0.659201
C: 0.143195 -2.424387 1.616856
C: -0.796575 -3.199404 0.968008
H: 0.781735 -1.559328 1.134344
H: 0.469776 -2.683540 2.637755
H: -1.350597 -2.819402 0.120355
H: -1.438412 -4.006279 1.375228

Force components x, y, z for each atom (eV/Å):
-1.289 -2.771 1.651
0.026 1.288 0.746
-2.161 1.710 1.306
1.149 -1.964 -0.198
-0.002 1.645 -2.547
0.488 -0.349 -0.235
0.797 0.456 0.773
0.918 -2.193 0.413
-0.222 -0.278 0.157
1.061 0.776 -1.888
-0.748 1.817 -0.260
0.103 -0.770 -1.337
-0.025 2.004 1.504
-1.954 -1.779 0.855
-0.111 -0.068 -0.616
0.817 0.114 -0.819
1.151 0.360 0.494

Atom charges from the natural (NBO) analysis, given in e for atoms 1 to 2: -0.879 0.661

***

Entry 4:
A 2-piece molecular cluster, C4H11S2 overall at a distorted geometry, computed with ωB97M-V/def2-TZVPD.

- Charge: -1
- HOMO level: -2.7457 eV
- Gap between HOMO and LUMO: 6.39 eV
- E: -955.3975 hartree
- Relative energy (zero: lowest compared OMol25 entry of this formula, charge and spin): 3.4 kcal per mole

Element x y z (Å)
C: -0.719897 -2.343072 1.094099
C: 0.061246 -1.110953 1.511819
C: -0.672966 0.200581 1.333967
S: 0.378595 1.651980 1.056007
H: -0.192492 -3.290690 1.233930
H: -1.032412 -2.221039 0.034202
H: -1.662284 -2.461614 1.653818
H: 0.318639 -1.136523 2.598773
H: 1.031900 -1.103215 1.015650
H: -1.359371 0.375990 2.173439
H: -1.311458 0.146109 0.436387
H: 0.923720 1.004356 -0.077278
C: -0.624157 0.569209 -2.727632
S: 0.751244 -0.169229 -1.767310
H: -1.248502 -0.250336 -3.117070
H: -1.232112 1.263957 -2.108529
H: -0.232443 1.155783 -3.582553

Force components x, y, z for each atom (eV/Å):
-1.069 0.087 -0.440
0.832 -0.145 1.507
-1.024 0.112 -0.883
0.260 -0.148 0.476
0.233 0.214 -0.172
0.459 -0.236 0.471
0.174 0.218 0.070
-0.071 -0.341 -0.491
-0.201 0.141 -0.304
0.255 0.109 -0.053
0.205 -0.127 0.207
-0.295 0.321 -0.176
0.174 0.256 0.010
0.143 -0.174 -0.347
-0.020 0.434 0.081
0.193 -0.433 -0.281
-0.249 -0.288 0.324

Atom charges from the natural (NBO) analysis, given in e for atoms 1 to 2: -0.610 -0.414

***

Entry 5:
A 2-piece molecular cluster, C4H12 overall at a distorted geometry, computed with ωB97M-V/def2-TZVPD.

- Charge: -1
- HOMO level (alpha / beta): 1.5210 / -7.2450 eV
- Gap between HOMO and LUMO (alpha / beta): 2.96 / 11.70 eV
- E: -159.4795 hartree
- Multiplicity: 2
- Relative energy (zero: lowest compared OMol25 entry of this formula, charge and spin): 31.8 kcal per mole

Element x y z (Å)
C: -0.682139 1.329741 1.743454
C: -1.911258 0.266560 1.978043
H: -0.833235 2.152420 1.021901
H: -0.415125 1.903503 2.642945
H: 0.185188 0.796057 1.502506
H: -2.801735 0.923625 1.762072
H: -2.019519 -0.299900 1.099804
H: -2.076140 -0.270566 2.932674
C: 1.467180 -1.552324 -1.651519
C: 1.149647 -0.152505 -2.184782
H: 0.689246 -2.246112 -1.952386
H: 2.525054 -1.963138 -1.785759
H: 1.364314 -1.684037 -0.516208
H: 1.038831 0.616092 -1.287893
H: 0.265684 -0.017878 -2.664882
H: 2.054006 0.198462 -2.639971

Force components x, y, z for each atom (eV/Å):
-1.666 -0.308 1.617
-0.373 3.899 -0.373
-0.491 -0.862 -0.186
-0.348 -0.347 0.249
1.375 -0.761 -0.649
0.277 -0.400 0.973
0.553 -1.582 -0.916
0.648 0.388 -0.653
0.233 -1.070 2.178
2.938 1.126 4.587
0.288 -0.495 -0.600
-1.463 0.638 -0.549
0.048 0.788 -1.185
0.195 -1.532 -1.398
-2.282 0.025 -2.018
0.068 0.493 -1.077

Atom charges from the natural (NBO) analysis, given in e for atoms 1 to 2: -0.910 -0.797

***

Entry 6:
A 2-piece molecular cluster, C4H12 overall at a distorted geometry, computed with ωB97M-V/def2-TZVPD.

- Charge: -1
- HOMO level (alpha / beta): 1.5435 / -7.2629 eV
- Gap between HOMO and LUMO (alpha / beta): 2.86 / 11.79 eV
- E: -159.4928 hartree
- Multiplicity: 2
- Relative energy (zero: lowest compared OMol25 entry of this formula, charge and spin): 23.5 kcal per mole

Element x y z (Å)
C: 1.407726 1.060408 1.468103
C: 1.301221 -0.498682 1.450552
H: 2.347041 1.321753 2.016382
H: 1.608747 1.502158 0.473402
H: 0.572513 1.518936 2.017011
H: 0.482249 -0.868940 0.932353
H: 1.117203 -0.673726 2.555396
H: 2.214609 -0.894303 1.007585
C: -1.504222 -0.917816 -0.976631
C: -1.220860 0.246895 -1.972197
H: -0.828267 -1.714881 -1.165149
H: -1.527780 -0.306271 0.087713
H: -2.543906 -1.391946 -1.180584
H: -0.159312 0.451074 -2.057674
H: -1.618166 1.245933 -1.684309
H: -1.648795 -0.080592 -2.971953

Force components x, y, z for each atom (eV/Å):
1.140 -0.236 -0.233
0.892 2.173 2.232
-0.603 -0.160 -0.016
-0.702 -0.144 0.337
0.138 0.004 -0.510
-1.462 -0.468 -1.062
0.658 -0.769 -1.163
0.063 -0.382 0.481
-2.636 2.792 1.269
-0.968 -0.553 -0.966
1.024 -0.594 0.622
0.316 -2.390 -2.082
1.403 1.046 0.491
0.352 -0.290 -0.177
-0.307 -0.784 -0.035
0.692 0.754 0.811

Atom charges from the natural (NBO) analysis, given in e for atoms 1 to 2: -0.821 -0.706

***

Copy entry 4 word for word.
A 2-piece molecular cluster, C4H11S2 overall at a distorted geometry, computed with ωB97M-V/def2-TZVPD.

- Charge: -1
- HOMO level: -2.7457 eV
- Gap between HOMO and LUMO: 6.39 eV
- E: -955.3975 hartree
- Relative energy (zero: lowest compared OMol25 entry of this formula, charge and spin): 3.4 kcal per mole

Element x y z (Å)
C: -0.719897 -2.343072 1.094099
C: 0.061246 -1.110953 1.511819
C: -0.672966 0.200581 1.333967
S: 0.378595 1.651980 1.056007
H: -0.192492 -3.290690 1.233930
H: -1.032412 -2.221039 0.034202
H: -1.662284 -2.461614 1.653818
H: 0.318639 -1.136523 2.598773
H: 1.031900 -1.103215 1.015650
H: -1.359371 0.375990 2.173439
H: -1.311458 0.146109 0.436387
H: 0.923720 1.004356 -0.077278
C: -0.624157 0.569209 -2.727632
S: 0.751244 -0.169229 -1.767310
H: -1.248502 -0.250336 -3.117070
H: -1.232112 1.263957 -2.108529
H: -0.232443 1.155783 -3.582553

Force components x, y, z for each atom (eV/Å):
-1.069 0.087 -0.440
0.832 -0.145 1.507
-1.024 0.112 -0.883
0.260 -0.148 0.476
0.233 0.214 -0.172
0.459 -0.236 0.471
0.174 0.218 0.070
-0.071 -0.341 -0.491
-0.201 0.141 -0.304
0.255 0.109 -0.053
0.205 -0.127 0.207
-0.295 0.321 -0.176
0.174 0.256 0.010
0.143 -0.174 -0.347
-0.020 0.434 0.081
0.193 -0.433 -0.281
-0.249 -0.288 0.324

Atom charges from the natural (NBO) analysis, given in e for atoms 1 to 2: -0.610 -0.414